No. 1
This record from the OMol25 dataset describes the molecule CN2O5S2 in a non-equilibrium geometry. The level of theory is wB97M-V/def2-TZVPD.

Summary:
- Largest force on an atom: 4.58 eV Å⁻¹
- E_LUMO: -1.659 eV
- Orbital gap: 8.705 eV
- Energy above the lowest of the compared OMol25 structures with the same formula, charge and spin: 258.2 kJ/mol
- SMILES: O=C(S[N+](=O)[O-])S[N+](=O)[O-]

Last column: natural (NBO) charge in e.
Positions of all 10 atoms, in Å:
1 O -0.01996 0.70385 0.33168  -0.55
2 C -0.02249 -0.46847 0.13298  0.19
3 S -1.41868 -1.41251 -0.25826  0.21
4 N -2.54864 0.23467 -0.13113  0.55
5 O -3.11549 0.53143 -1.09051  -0.27
6 O -2.54444 0.57703 0.97555  -0.27
7 S 1.48221 -1.48506 0.16889  0.12
8 N 2.57311 0.19797 -0.00848  0.57
9 O 3.21322 0.41320 0.90726  -0.27
10 O 2.40116 0.70790 -1.02800  -0.28

Force components x, y, z for each atom (eV/Å):
0.3 0.5 0.0
1.0 -0.4 0.1
-0.9 0.3 -0.6
1.6 -3.5 0.7
-1.2 1.2 -2.3
-0.7 1.7 2.1
0.0 1.0 0.0
-2.8 -3.5 -0.8
2.7 1.2 3.5
-0.1 1.7 -2.6

***

No. 2
This record from the OMol25 dataset describes the molecule C4H10FN in a non-equilibrium geometry. The level of theory is wB97M-V/def2-TZVPD.

Summary:
- Largest force on an atom: 5.84 eV Å⁻¹
- E_LUMO: 0.885 eV
- Orbital gap: 9.993 eV
- Energy above the lowest of the compared OMol25 structures with the same formula, charge and spin: 289.6 kJ/mol
- SMILES: CC(C)(F)CN

Last column: natural (NBO) charge in e.
Positions of all 16 atoms, in Å:
1 C -0.32754 -1.04233 1.08052  -0.66
2 C 0.02964 0.18395 0.35663  0.31
3 C 1.23155 1.12264 0.92409  -0.66
4 F -1.06418 0.87601 0.39963  -0.37
5 C 0.13345 -0.03133 -1.24073  -0.23
6 N -0.99839 -0.28443 -2.08508  -0.82
7 H -1.09737 -0.62150 1.92099  0.23
8 H -1.12846 -1.71499 0.43972  0.22
9 H 0.56625 -1.54527 1.46805  0.22
10 H 0.65721 1.75071 1.95326  0.23
11 H 1.49288 1.94532 0.16947  0.23
12 H 2.12106 0.30877 1.23951  0.23
13 H 0.42168 1.08719 -1.38550  0.17
14 H 0.90208 -0.72688 -1.49515  0.19
15 H -1.22287 -1.38695 -2.28789  0.35
16 H -1.71700 0.07909 -1.45750  0.36

Force components x, y, z for each atom (eV/Å):
-3.3 -1.2 1.7
3.1 -1.2 -2.3
-1.3 -1.3 2.1
-4.4 3.9 0.4
2.4 2.6 0.7
-1.5 -3.0 0.7
2.3 -1.4 -1.3
2.5 1.4 1.3
-0.7 -0.4 0.0
2.2 -2.2 -3.0
0.0 -1.5 1.1
-2.1 2.9 -0.7
0.0 -1.9 -0.9
1.0 -0.1 -0.1
0.9 3.6 1.1
-1.0 -0.3 -0.9

***

No. 3
This record from the OMol25 dataset describes C48H35Cl5F6GeMoN2O7PS2 as an isolated structure in a non-equilibrium geometry. The level of theory is wB97M-V/def2-TZVPD.

Summary:
- Largest force on an atom: 3.37 eV Å⁻¹
- E_LUMO (spin up / spin down): -4.690 / -4.072 eV
- Net charge: +1
- Orbital gap (spin up / spin down): 6.212 / 6.965 eV
- Multiplicity: 3
- <S²>: 2.029
- Energy above the lowest of the compared OMol25 structures with the same formula, charge and spin: 75.4 kJ/mol

Last column: Mulliken spin population.
Positions of all 108 atoms, in Å:
1 Mo 0.51662 -1.20773 1.68163  2.00
2 F 3.79911 -4.43109 -0.15856  0.00
3 C 3.43984 -4.16621 1.10845  0.00
4 F 3.95096 -4.97880 2.00701  0.00
5 F 3.81339 -2.87282 1.20982  0.00
6 S 1.57049 -4.28969 1.17370  0.01
7 O 1.37120 -2.80455 0.91048  0.02
8 O 1.35418 -4.67392 2.57631  0.00
9 N 3.46464 -1.41668 -1.35754  -0.01
10 S 3.39829 -0.15096 -0.30495  0.01
11 O 4.52117 -0.31580 0.55364  0.00
12 O 2.10798 0.08716 0.30029  -0.05
13 C 3.68445 1.36200 -1.25754  0.00
14 F 2.57159 1.60485 -1.90807  0.00
15 F 3.93672 2.31925 -0.36374  0.00
16 F 4.73968 1.28590 -1.98575  0.00
17 Cl -1.69694 -3.57199 0.62661  0.00
18 C -2.00531 -2.91796 2.25071  0.04
19 C -0.93236 -2.19558 2.86371  -0.20
20 C -1.07318 -2.21638 4.23554  0.02
21 Cl 0.20712 -1.57127 5.22622  0.01
22 C -2.25892 -2.62404 4.92272  -0.04
23 Cl -2.35520 -2.44387 6.64251  0.00
24 C -3.31206 -3.16543 4.17784  0.06
25 Cl -4.72363 -3.72534 4.90029  0.01
26 C -3.17805 -3.32937 2.77840  -0.02
27 Cl -4.32316 -4.10360 1.85929  0.00
28 O 2.58209 -2.52299 3.74145  0.01
29 N 2.24997 -1.28081 3.15641  -0.03
30 C 3.06352 -0.37614 3.49359  0.04
31 C 3.11190 1.10301 3.18213  0.02
32 C 4.38396 1.68555 3.37695  0.00
33 C 4.65809 2.97309 3.08813  0.00
34 C 3.62255 3.74697 2.58999  0.00
35 C 2.33701 3.26567 2.40801  -0.01
36 C 2.05001 1.94730 2.77601  -0.03
37 P 0.36975 1.28070 2.65018  0.02
38 C -0.40559 2.52336 1.47257  0.00
39 C -0.29654 2.30842 0.09778  -0.01
40 C -0.57927 3.33539 -0.82993  0.00
41 C -1.03058 4.59093 -0.39194  0.00
42 C -1.20775 4.72304 0.96396  0.00
43 C -0.81605 3.79071 1.89933  0.00
44 C -0.39971 1.78192 4.20073  -0.01
45 C -1.67392 1.33000 4.53965  0.01
46 C -2.34477 1.89592 5.67711  0.00
47 C -1.72063 2.87514 6.43974  0.00
48 C -0.44510 3.25914 6.14193  0.00
49 C 0.20749 2.75775 5.00911  0.00
50 H 1.98509 -3.29193 3.42790  0.00
51 H 3.90825 -0.67949 4.08831  0.00
52 H 5.22422 1.09889 3.66135  0.00
53 H 5.61184 3.35524 3.27470  0.00
54 H 3.87956 4.76235 2.40258  0.00
55 H 1.60005 3.93740 2.16401  0.00
56 H 0.04745 1.30011 -0.19728  0.00
57 H -0.47272 3.22094 -1.89614  0.00
58 H -1.34303 5.39219 -1.00085  0.00
59 H -1.59696 5.72456 1.25733  0.00
60 H -0.88276 3.95821 3.00355  0.00
61 H -2.31636 0.66567 3.99563  0.00
62 H -3.42326 1.72508 5.72867  0.00
63 H -2.25431 3.31176 7.28322  0.00
64 H 0.12172 4.06946 6.60333  0.00
65 H 1.19961 3.17732 4.71306  0.00
66 O -2.38465 0.32104 1.19915  0.02
67 C -1.86256 -0.13967 0.20499  0.00
68 O -0.70694 -0.75772 0.33429  0.13
69 C -2.46317 -0.13965 -1.21580  -0.01
70 C -2.14072 -1.32073 -2.01597  0.01
71 Ge -1.33483 -0.92561 -3.78744  0.00
72 C -2.39360 -1.83528 -5.15644  0.00
73 C -2.52743 -3.21105 -5.11084  0.00
74 C -3.46121 -3.89072 -5.88291  0.00
75 C -4.27974 -3.18586 -6.74965  0.00
76 C -3.99539 -1.82613 -6.91262  0.00
77 C -3.07579 -1.15086 -6.14417  0.00
78 C 0.45946 -1.73580 -3.54963  0.00
79 C 0.83353 -2.86333 -4.29288  0.00
80 C 2.04293 -3.46986 -4.00924  0.00
81 C 2.94358 -2.91535 -3.14285  0.00
82 C 2.60339 -1.75425 -2.43320  0.00
83 C 1.29313 -1.23427 -2.59189  0.00
84 C -1.30166 1.06323 -3.94760  0.00
85 C -0.13362 1.85453 -4.06057  0.00
86 C -0.12486 3.20033 -4.13494  0.00
87 C -1.31315 3.89975 -4.10659  0.00
88 C -2.51719 3.22729 -3.88624  0.00
89 C -2.47545 1.85477 -3.81766  0.00
90 H -1.97882 0.74651 -1.71451  0.00
91 H -3.50901 0.10162 -1.11960  0.00
92 H -2.92954 -2.07408 -2.25401  0.00
93 H -1.27804 -1.83433 -1.54269  -0.01
94 H -2.12784 -3.80276 -4.30287  0.00
95 H -3.79811 -4.90608 -5.62103  0.00
96 H -5.15549 -3.69530 -7.24443  0.00
97 H -4.62250 -1.36706 -7.63602  0.00
98 H -2.89411 -0.10883 -6.24058  0.00
99 H 0.16199 -3.38505 -5.00022  0.00
100 H 2.36935 -4.32713 -4.56940  0.00
101 H 3.73410 -3.53837 -2.89447  0.00
102 H 4.38299 -1.80844 -1.32283  0.00
103 H 0.98815 -0.38067 -2.03236  -0.01
104 H 0.80261 1.30974 -4.01484  0.00
105 H 0.80792 3.74317 -4.33118  0.00
106 H -1.33738 4.96547 -4.28232  0.00
107 H -3.48541 3.71222 -3.75194  0.00
108 H -3.40837 1.37664 -3.77533  0.00

Force components x, y, z for each atom (eV/Å):
0.9 -0.4 0.3
0.3 -1.3 0.0
-0.6 1.3 -1.1
0.6 0.5 -0.5
0.6 -0.6 1.4
0.2 -2.5 -0.1
-0.7 2.3 0.1
-0.3 0.6 0.3
-0.8 2.0 0.8
1.0 -1.6 0.3
0.1 0.1 -0.1
-0.6 -0.7 -0.4
-0.3 0.6 1.8
-0.2 0.6 -0.9
-0.6 0.3 0.3
0.9 -0.6 -1.7
0.1 0.5 0.2
2.0 0.2 -2.1
-1.0 -1.0 -0.2
-0.4 0.9 1.2
-0.4 0.1 0.1
0.4 -0.1 -0.7
-0.2 -0.2 -0.6
0.6 0.4 0.0
-0.6 -0.1 0.6
0.6 0.5 2.0
-1.3 -0.7 -0.5
-0.2 0.2 -0.5
-1.1 -1.2 -0.4
0.7 1.6 0.1
-0.1 -0.2 0.1
-0.6 -1.7 -0.2
-1.8 0.5 -0.5
0.5 0.2 0.1
1.9 -1.5 1.4
0.8 -0.9 -0.5
-0.9 0.9 -0.8
0.8 0.1 -0.3
0.3 0.0 -0.5
-0.1 0.1 0.3
0.2 -2.5 1.0
-0.3 2.5 0.7
-0.4 -1.1 1.5
-0.1 -0.3 0.6
-1.1 1.2 2.0
0.6 0.0 -2.0
-1.0 -0.5 0.8
1.9 0.7 -1.3
0.4 -0.1 -0.2
0.4 1.2 0.1
0.2 -0.3 0.3
0.3 -0.8 0.5
1.3 0.7 0.1
-0.3 0.8 -0.4
-1.6 1.2 -0.9
-0.1 1.0 -0.4
0.1 -0.5 0.1
0.0 0.6 -1.0
0.3 -1.0 0.3
-0.1 0.2 -1.2
0.4 -0.4 -0.8
0.5 -0.3 0.5
0.1 0.0 -0.2
-0.6 -0.3 0.5
-1.0 -0.5 0.5
0.0 0.1 -0.7
-2.6 -0.1 0.5
1.5 0.0 -0.3
0.8 2.1 1.3
1.0 -2.2 -1.4
-0.1 0.3 0.1
1.0 0.0 0.1
-0.8 -0.8 0.7
-1.4 -0.4 0.4
0.1 -0.2 -0.1
-1.0 -0.9 -0.6
0.0 -0.4 0.1
-1.1 -0.5 -1.6
-0.5 -0.5 0.1
-0.1 0.3 -1.2
-1.4 1.3 0.7
-1.4 -1.4 0.1
2.2 0.2 0.2
-0.1 1.7 0.1
0.2 -3.3 0.5
0.4 1.9 -1.0
-1.0 0.5 0.0
0.7 0.2 0.0
0.8 -1.2 -0.6
-0.5 -0.4 0.8
-0.4 0.1 0.1
0.3 0.7 0.8
-0.7 -0.1 -0.3
0.6 0.0 0.2
0.8 0.3 -0.2
1.2 0.8 0.4
-0.2 1.0 -0.5
-0.2 0.8 -0.3
0.3 0.8 0.4
-0.2 -0.4 0.0
2.0 -0.5 0.5
0.5 -0.4 -0.1
-0.2 0.5 0.5
0.2 0.1 -0.3
-0.3 -0.3 0.3
0.2 0.1 0.2
0.4 0.1 -0.3
-1.2 -0.8 0.4

***

No. 4
This record from the OMol25 dataset describes C6H10S2 as an isolated structure in a non-equilibrium geometry. The level of theory is wB97M-V/def2-TZVPD.

Summary:
- Largest force on an atom: 4.85 eV Å⁻¹
- E_LUMO: 0.635 eV
- Orbital gap: 9.544 eV
- Energy above the lowest of the compared OMol25 structures with the same formula, charge and spin: 376.2 kJ/mol

Last column: natural (NBO) charge in e.
Positions of all 18 atoms, in Å:
1 C -0.18180 -1.08560 -0.45330  -0.29
2 C 0.21009 -1.17402 0.95461  -0.44
3 C 1.03362 0.25978 0.98618  -0.17
4 C -0.35157 1.14747 0.70200  -0.43
5 C -0.06057 0.50487 -0.64200  -0.18
6 C 1.44946 0.54410 -0.41753  -0.45
7 H -2.46417 -0.69655 0.08701  0.12
8 H 0.46724 -1.58436 -1.28141  0.25
9 H 0.71964 -2.18145 1.07860  0.23
10 H -0.71278 -1.04843 1.68489  0.22
11 H 1.57776 0.61809 1.74785  0.20
12 H -1.26711 0.71704 1.51017  0.21
13 H -0.32570 2.27677 0.54880  0.24
14 H -1.88735 1.08382 -2.13264  0.15
15 H 1.79835 1.46522 -0.57948  0.21
16 H 2.26594 -0.14862 -0.85194  0.21
17 S -1.96453 -1.74849 -0.61455  -0.07
18 S -0.30652 1.05035 -2.32725  -0.01

Force components x, y, z for each atom (eV/Å):
-2.4 0.7 -2.6
1.4 0.1 2.4
-4.0 -0.7 -0.4
-0.5 -0.8 1.8
0.3 -3.0 -3.1
0.7 -3.7 0.5
0.1 -0.4 -0.2
-1.2 0.7 1.8
-0.2 1.5 0.7
2.1 -0.7 -1.5
2.1 0.5 3.1
2.3 1.7 -3.0
0.3 -1.5 0.9
3.4 -0.1 -0.9
1.3 3.9 -0.2
-1.9 0.5 0.2
1.0 0.8 -0.2
-4.8 0.5 0.8

***

no.,E_tot (eV)
1,-35917.2043
2,-8514.6774
3,-235895.5563
4,-28050.4407